Record 1
Computed, not measured: an isolated molecule of C4H7NO2 in a non-equilibrium geometry, with ωB97M-V/def2-TZVPD.

HOMO level: -0.3515 Ha
HOMO-LUMO gap: 10.36 eV
Energy above the lowest of the compared OMol25 structures with the same formula, charge and spin: 31.4 kcal per mole
SMILES: CN(C=O)CC=O
Energy: -361.83077 a.u.

Positions of all 14 atoms, in Å:
1 C -0.12785 -0.47761 -1.41927
2 N 0.37314 -0.41965 -0.04720
3 C 0.36838 -1.56825 0.68841
4 O 0.81508 -1.68097 1.80694
5 C 0.54922 0.84217 0.63269
6 C -0.76684 1.59467 0.59054
7 O -1.00421 2.53350 -0.11975
8 H 0.56607 -1.05222 -2.03552
9 H -1.04754 -1.07485 -1.45221
10 H -0.22054 0.50404 -1.86112
11 H -0.08092 -2.43948 0.17829
12 H 1.32066 1.46793 0.18897
13 H 0.83784 0.63488 1.66091
14 H -1.58249 1.13585 1.18832

Results of the Löwdin charge analysis, in e, for atoms 1 through 5: -0.04 -0.14 -0.33 0.03 -0.12

---

Record 2
Computed, not measured: an isolated molecule of C4H7NO2 in a non-equilibrium geometry, with ωB97M-V/def2-TZVPD.

HOMO level: -0.3416 Ha
HOMO-LUMO gap: 9.80 eV
Energy above the lowest of the compared OMol25 structures with the same formula, charge and spin: 58.4 kcal per mole
SMILES: CC(=O)C/N=C\O
Energy: -361.78784 a.u.

Positions of all 14 atoms, in Å:
1 C -1.72682 0.08137 -1.13831
2 C -0.47808 0.28683 -0.34200
3 O -0.34345 1.28882 0.40161
4 C 0.67665 -0.62446 -0.61092
5 N 0.83443 -1.04603 0.76661
6 C 0.96514 -0.17229 1.72579
7 O 1.73213 0.91322 1.81528
8 H -2.09710 -0.93471 -1.00967
9 H -1.51781 0.23690 -2.19770
10 H -2.50114 0.78184 -0.83209
11 H 1.53643 -0.08307 -1.02624
12 H 0.39289 -1.49660 -1.20037
13 H 0.77764 -0.55418 2.72485
14 H 1.74908 1.32236 0.92315

Results of the Löwdin charge analysis, in e, for atoms 1 through 5: -0.01 -0.40 0.03 -0.16 0.03

---

Record 3
Computed, not measured: an isolated molecule of C4H7NO2, with ωB97M-V/def2-TZVPD.

HOMO level: -0.3622 Ha
HOMO-LUMO gap: 10.67 eV
Energy above the lowest of the compared OMol25 structures with the same formula, charge and spin: 38.3 kcal per mole
SMILES: [H]/N=C(\C)OCC=O
Energy: -361.81988 a.u.

Positions of all 14 atoms, in Å:
1 H -1.17959 1.92759 0.93268
2 N -0.43959 1.23902 1.05769
3 C -0.71386 0.16486 0.44951
4 C -1.90932 -0.13241 -0.41548
5 O 0.13468 -0.90520 0.49688
6 C 1.51442 -0.57072 0.59549
7 C 1.89729 -0.06420 -0.78314
8 O 2.51560 0.94159 -1.00721
9 H -2.72404 -0.56312 0.17112
10 H -2.26438 0.79020 -0.88263
11 H -1.63829 -0.84719 -1.19552
12 H 1.70212 0.18269 1.35813
13 H 2.04639 -1.49909 0.81948
14 H 1.49446 -0.70032 -1.60486

Results of the Löwdin charge analysis, in e, for atoms 1 through 5: 0.07 0.17 -0.49 0.00 -0.07

---

Record 4
Computed, not measured: a structure of composition C4H7NO2, with ωB97M-V/def2-TZVPD.

HOMO level: -0.3637 Ha
HOMO-LUMO gap: 10.82 eV
Energy above the lowest of the compared OMol25 structures with the same formula, charge and spin: 116.2 kcal per mole
Energy: -361.69565 a.u.

Positions of all 14 atoms, in Å:
1 C 1.00816 -1.28227 -0.09877
2 C 0.19572 -0.03453 -0.32238
3 C 0.85033 1.26824 -0.51911
4 O 0.33223 0.58879 -1.63470
5 C -1.15480 0.21053 0.98719
6 O -0.71137 0.27699 2.08431
7 N -2.19960 0.17286 0.21141
8 H 1.99701 -1.18138 -0.55854
9 H 1.13431 -1.45867 0.97398
10 H 0.51379 -2.15514 -0.53825
11 H 0.33700 2.18953 -0.24121
12 H 1.93862 1.29477 -0.45230
13 H -3.12110 0.23966 0.64548
14 H -1.12029 -0.12939 -0.53711

Results of the Löwdin charge analysis, in e, for atoms 1 through 5: -0.02 -0.40 -0.11 -0.02 -0.49

---

Record 5
Computed, not measured: an isolated molecule of C4H7NO2 in a non-equilibrium geometry, with ωB97M-V/def2-TZVPD.

HOMO level: -0.3487 Ha
HOMO-LUMO gap: 10.33 eV
Energy above the lowest of the compared OMol25 structures with the same formula, charge and spin: 85.3 kcal per mole
SMILES: C[C@@]1(C(N)=O)CO1
Energy: -361.74499 a.u.

Positions of all 14 atoms, in Å:
1 C -1.53773 0.77949 0.46480
2 C -0.45535 0.05456 -0.29567
3 C 0.96810 0.21791 0.16750
4 N 1.98650 0.54573 -0.63989
5 O 1.12954 -0.12121 1.33783
6 C -0.38501 -1.42759 -0.18839
7 O -0.99504 -0.77585 -1.30631
8 H -2.39347 0.11086 0.61869
9 H -1.17176 1.12662 1.43161
10 H -1.88927 1.64204 -0.11465
11 H 2.91319 0.38276 -0.27809
12 H 1.84070 0.89450 -1.56830
13 H 0.52600 -1.90761 -0.53724
14 H -0.53638 -1.52221 0.90811

Results of the Löwdin charge analysis, in e, for atoms 1 through 5: 0.00 -0.43 -0.53 0.20 0.03

---

Record 6
Computed, not measured: a structure of composition C4H7NO2, with ωB97M-V/def2-TZVPD.

HOMO level: -0.3429 Ha
HOMO-LUMO gap: 10.11 eV
Energy above the lowest of the compared OMol25 structures with the same formula, charge and spin: 91.9 kcal per mole
Energy: -361.73444 a.u.

Positions of all 14 atoms, in Å:
1 O -1.01361 -1.09880 -1.58209
2 C -0.56004 -0.37736 -0.75416
3 C -1.06028 0.88667 -0.04588
4 N 0.31464 1.34419 -0.29678
5 C 0.89658 0.04157 -0.50353
6 C 1.75715 -0.30092 0.69326
7 O 2.12030 0.57457 1.43898
8 H -1.80263 -1.89466 1.26521
9 H -1.78217 -1.95755 0.52586
10 H -1.26998 0.76800 1.02954
11 H -1.92294 1.36132 -0.52636
12 H 0.72534 2.18807 -0.64079
13 H 1.47775 -0.19715 -1.40802
14 H 2.10380 -1.34220 0.79892

Results of the Löwdin charge analysis, in e, for atoms 1 through 5: 0.09 -0.41 -0.08 0.00 -0.22

---

Record 7
Computed, not measured: an isolated molecule of C4H7NO2, with ωB97M-V/def2-TZVPD.

HOMO level: -0.3170 Ha
HOMO-LUMO gap: 9.41 eV
Energy above the lowest of the compared OMol25 structures with the same formula, charge and spin: 100.7 kcal per mole
Energy: -361.72035 a.u.

Positions of all 14 atoms, in Å:
1 O 0.66735 1.90614 0.70145
2 C 1.52108 1.03832 0.23338
3 C -0.28981 -1.27634 1.12235
4 O -1.41268 -0.59803 0.56173
5 C -1.35902 0.08923 -0.59551
6 N -0.41381 0.50311 -1.33422
7 C 0.99372 0.34456 -1.01563
8 H -0.16448 1.95591 0.16906
9 H 0.56079 -0.61621 1.31735
10 H 0.01789 -2.10092 0.47349
11 H -0.64452 -1.67259 2.07373
12 H -2.38356 0.31633 -0.89447
13 H 1.32181 -0.70049 -0.99339
14 H 1.58526 0.81098 -1.81933

Results of the Löwdin charge analysis, in e, for atoms 1 through 5: 0.01 -0.09 -0.06 -0.08 -0.26

---

Record 8
Computed, not measured: a structure of composition C4H7NO2 in a non-equilibrium geometry, with ωB97M-V/def2-TZVPD.

HOMO level: -0.3239 Ha
HOMO-LUMO gap: 9.70 eV
Energy above the lowest of the compared OMol25 structures with the same formula, charge and spin: 163.2 kcal per mole
Energy: -361.62083 a.u.

Positions of all 14 atoms, in Å:
1 C 0.60893 -0.76885 -0.33375
2 C 0.31871 0.69896 -0.44617
3 C -1.79211 1.03219 -0.00669
4 C -0.28230 -0.29306 0.76073
5 H 2.72714 -0.46263 -0.64090
6 H 1.93628 -2.19233 -0.02185
7 H 0.19396 -1.42990 -1.21658
8 H 1.07422 1.52790 -0.24263
9 H -2.97884 1.26944 -0.25927
10 H -1.19291 1.86155 1.03867
11 H -0.05936 -0.67468 1.80006
12 N 1.90110 -1.09868 0.10800
13 O -0.83665 0.93043 -1.07847
14 O -1.61818 -0.40034 0.53885

Results of the Löwdin charge analysis, in e, for atoms 1 through 5: -0.43 -0.24 -0.10 -0.28 0.21

---

Record 9
Computed, not measured: an isolated molecule of C4H7NO2, with ωB97M-V/def2-TZVPD.

HOMO level: -0.2519 Ha
HOMO-LUMO gap: 7.22 eV
Energy above the lowest of the compared OMol25 structures with the same formula, charge and spin: 92.6 kcal per mole
Energy: -361.73335 a.u.

Positions of all 14 atoms, in Å:
1 C -0.42629 0.83186 -1.26439
2 C -0.18449 -0.42512 -0.47982
3 C 1.10452 -1.19003 -0.75463
4 O 1.84796 -0.95431 -1.67503
5 C -0.06583 0.29634 0.81599
6 O 0.82672 1.25313 0.98594
7 N -0.79792 0.00435 1.88047
8 H 0.78931 1.61974 0.03493
9 H 0.25848 0.92809 -2.10798
10 H -1.47078 0.97090 -1.53806
11 H -0.99345 -1.17530 -0.41791
12 H 1.34134 -1.99930 -0.02916
13 H -1.41379 -0.79280 1.87845
14 H -0.81576 0.63246 2.67120

Results of the Löwdin charge analysis, in e, for atoms 1 through 5: -0.10 -0.34 -0.22 0.07 -0.41

---

Record 10
Computed, not measured: a cluster of 2 separate species, C4H7NO2 in total, with ωB97M-V/def2-TZVPD.

HOMO level: -0.3643 Ha
HOMO-LUMO gap: 10.69 eV
Energy above the lowest of the compared OMol25 structures with the same formula, charge and spin: 69.0 kcal per mole
Energy: -361.77096 a.u.

Positions of all 14 atoms, in Å:
1 C -2.28317 0.80391 -0.19556
2 C 0.09000 -0.46258 1.62416
3 O 0.03933 -1.43792 0.73475
4 C 0.97439 -1.26273 -0.34658
5 C 1.67579 -0.00333 0.04425
6 N 2.61179 0.58100 -0.54624
7 O 1.05186 0.40001 1.22693
8 H -2.89481 1.70585 -0.26802
9 H -2.87085 -0.06493 -0.50051
10 H -1.41089 0.91535 -0.84823
11 H -1.93278 0.66798 0.82531
12 H 0.41581 -1.15273 -1.27604
13 H 1.63605 -2.12645 -0.40183
14 H 2.89748 1.43656 -0.07238

Results of the Löwdin charge analysis, in e, for atoms 1 through 5: -0.04 -0.05 -0.06 -0.07 -0.40

---

Record 11
Computed, not measured: an isolated molecule of C4H7NO2 in a non-equilibrium geometry, with ωB97M-V/def2-TZVPD.

HOMO level: -0.3512 Ha
HOMO-LUMO gap: 10.07 eV
Energy above the lowest of the compared OMol25 structures with the same formula, charge and spin: 59.8 kcal per mole
SMILES: N[C@@H](C=O)CC=O
Energy: -361.78559 a.u.

Positions of all 14 atoms, in Å:
1 N -1.21115 -0.49436 1.15617
2 C 0.04954 0.06312 0.81321
3 C 1.23697 -0.61304 1.45038
4 O 2.34456 -0.54451 1.03258
5 C 0.21201 0.09233 -0.73331
6 C -0.93666 0.98126 -1.46918
7 O -1.47065 0.60335 -2.52752
8 H -1.19558 -1.54646 1.09463
9 H -1.57369 -0.09328 1.99400
10 H 0.15483 1.10102 1.08335
11 H 0.71043 -0.99981 2.42921
12 H -0.01438 -0.85026 -1.14656
13 H 1.28516 0.36303 -1.11202
14 H -1.25110 1.87355 -0.84288

Results of the Löwdin charge analysis, in e, for atoms 1 through 5: 0.05 -0.44 -0.26 0.09 -0.10

---

Record 12
Computed, not measured: the ion C4H7NO2 with charge +1 in a non-equilibrium geometry, with ωB97M-V/def2-TZVPD.

2S+1: 2
HOMO level (alpha / beta): -0.5873 / -0.5778 Ha
Net charge: +1
HOMO-LUMO gap (alpha / beta): 11.26 / 6.57 eV
Energy above the lowest of the compared OMol25 structures with the same formula, charge and spin: 0.0 kcal per mole
Energy: -361.49965 a.u.

Positions of all 14 atoms, in Å:
1 C -0.45714 0.92359 1.46475
2 C 0.88500 0.52945 0.94461
3 N 1.02927 0.01226 -0.36806
4 C 0.00416 -0.11908 -1.28771
5 C -0.79148 -1.49211 -1.14085
6 O -1.90480 -1.54336 -0.79080
7 O 1.92892 0.71694 1.51559
8 H -0.61782 1.99233 1.37553
9 H -0.40815 0.70586 2.53129
10 H -1.26312 0.31510 1.06658
11 H 1.99835 -0.23764 -0.56117
12 H 0.42532 -0.14342 -2.29618
13 H -0.67290 0.72547 -1.19409
14 H -0.15561 -2.38539 -1.25949

Results of the Löwdin charge analysis, in e, for atoms 1 through 5: 0.04 -0.42 0.17 -0.08 -0.12

---

no.,molar mass (g/mol)
1,101.105
2,101.105
3,101.105
4,101.105
5,101.105
6,101.105
7,101.105
8,101.105
9,101.105
10,101.105
11,101.105
12,101.105